Entry 1:
{"formula": "C4H11N5O3", "method": "ωB97M-V/def2-TZVPD", "species": ["C", "C", "C", "C", "N", "N", "N", "N", "N", "O", "O", "O", "H", "H", "H", "H", "H", "H", "H", "H", "H", "H", "H"], "xyz": [[-0.582, -0.239, -0.922], [0.508, -0.893, 1.308], [-0.294, 1.248, -0.909], [1.647, 0.048, 1.125], [-0.461, -1.015, 0.357], [0.417, 1.741, 0.010], [0.046, -0.890, -1.971], [-2.216, -0.393, -1.121], [2.199, 0.494, 2.153], [0.840, 3.048, -0.064], [0.486, -1.596, 2.346], [-1.317, -2.101, 0.408], [-0.651, 1.986, -1.664], [2.203, 0.050, 0.217], [0.446, -0.314, -2.792], [-0.091, -1.872, -2.009], [-2.514, -1.379, -1.221], [-2.296, 0.045, -2.058], [-3.034, 0.026, -0.453], [1.043, 3.369, 0.790], [3.148, 0.896, 2.097], [1.687, 0.185, 3.022], [-1.213, -2.445, 1.351]], "forces_ev_per_angstrom": [[-0.79, -1.59, 0.76], [-1.41, -2.10, 2.06], [0.09, 2.03, -0.10], [-0.20, -0.65, -1.68], [1.17, 1.66, -0.45], [0.90, -0.33, 1.53], [0.56, 2.88, -0.91], [-2.30, 1.45, -0.05], [0.25, -0.15, 2.31], [-1.54, -1.61, -2.97], [0.04, 1.72, -2.47], [0.37, -0.30, 1.45], [-0.04, -1.07, -0.10], [0.10, 0.19, -0.82], [-1.05, -1.71, 1.79], [0.26, -0.88, -0.54], [0.58, 0.30, 0.00], [-0.61, -0.26, 0.54], [2.80, -0.74, -1.56], [0.39, 0.20, 2.00], [-0.73, -0.15, 0.61], [1.25, 0.82, -0.33], [-0.08, 0.32, -1.08]], "nbo_charge": [0.432, 0.540, -0.026, 0.220, -0.149, -0.070, -0.825, -0.777, -0.589, -0.476, -0.534, -0.534, 0.259, 0.253, 0.457, 0.431, 0.469, 0.441, 0.487, 0.505, 0.468, 0.471, 0.547], "smiles": "N[C@]([NH3+])(/C=N/O)N(O)C(=O)C=[NH2+]", "total_charge": 2, "spin_multiplicity": 1, "de_lowest_kcal_mol": 1.1, "e_lumo_ev": -8.44}

=====

Entry 2:
{"formula": "C2H11NO3", "method": "ωB97M-V/def2-TZVPD", "species": ["C", "N", "C", "O", "H", "H", "H", "H", "H", "H", "H", "H", "H", "O", "H", "H", "O"], "xyz": [[0.547, 0.656, -1.074], [1.577, 0.388, -0.128], [1.044, 0.085, 1.200], [1.264, -2.112, -0.742], [-0.176, 1.294, -0.535], [1.002, 1.193, -1.905], [0.061, -0.259, -1.459], [2.186, -0.441, -0.344], [-0.018, 0.336, 1.263], [1.638, 0.590, 1.996], [1.128, -0.986, 1.398], [1.543, -2.887, -1.252], [-2.465, -0.476, 1.862], [-1.887, -0.408, 1.098], [-2.236, 0.386, 0.309], [-2.924, 1.319, -1.205], [-2.284, 1.325, -0.484]], "forces_ev_per_angstrom": [[1.12, 2.05, 0.81], [-1.60, -3.36, 1.00], [0.22, 0.94, 0.16], [-0.09, 0.95, 0.16], [-0.38, -0.38, -0.72], [-0.09, -0.21, -0.48], [-0.12, -0.44, 0.45], [0.47, 0.45, -0.88], [0.04, 0.21, 0.11], [-0.34, -0.11, -0.42], [0.27, -0.27, -0.21], [0.26, 0.11, 0.05], [-0.18, 0.12, -0.04], [0.23, -0.08, -0.29], [0.15, 0.15, 0.08], [-0.02, -0.21, 0.22], [0.09, 0.06, 0.01]], "nbo_charge": [-0.461, -0.245, -0.490, -0.796, 0.282, 0.226, 0.323, 0.437, 0.285, 0.247, 0.282, 0.442, 0.458, -0.943, 0.478, 0.454, -0.979], "total_charge": 0, "spin_multiplicity": 1, "de_lowest_kcal_mol": 205.4, "e_lumo_ev": -5.11}

=====

Entry 3:
{"formula": "CH3O3S", "method": "ωB97M-V/def2-TZVPD", "species": ["C", "O", "O", "O", "S", "H", "H", "H"], "xyz": [[1.457, -0.540, 0.041], [-1.838, 0.277, 1.380], [-1.119, 1.853, -0.343], [-1.737, -0.449, -0.996], [-1.207, 0.433, 0.054], [1.371, -1.481, 0.427], [1.377, -0.458, -1.069], [1.697, 0.365, 0.505]], "forces_ev_per_angstrom": [[-1.58, 1.99, -3.43], [0.57, -0.31, -0.52], [0.43, -0.68, 0.03], [0.22, 0.14, 0.35], [-0.22, 0.29, 0.06], [-0.12, -2.02, 1.39], [0.15, -0.18, 1.04], [0.55, 0.77, 1.08]], "nbo_charge": [-0.701, -0.986, -0.990, -0.990, 2.145, 0.166, 0.178, 0.179], "total_charge": -1, "spin_multiplicity": 1, "de_lowest_kcal_mol": 58.3, "e_lumo_ev": [3.95, 3.81]}

=====

Entry 4:
{"formula": "C32H49F2Sn", "method": "ωB97M-V/def2-TZVPD", "species": ["C", "C", "C", "C", "Sn", "C", "C", "C", "C", "C", "C", "C", "C", "C", "C", "C", "C", "C", "H", "H", "H", "H", "H", "H", "H", "H", "H", "H", "H", "H", "H", "H", "H", "H", "H", "H", "H", "H", "H", "H", "H", "H", "H", "H", "H", "H", "H", "H", "H", "H", "H", "H", "H", "H", "C", "C", "C", "F", "C", "C", "C", "C", "C", "C", "F", "C", "C", "C", "C", "C", "C", "H", "H", "H", "H", "H", "H", "H", "H", "H", "H", "H", "H", "H"], "xyz": [[5.770, -4.376, 1.868], [5.158, -3.073, 2.376], [3.695, -2.909, 1.951], [3.042, -1.607, 2.454], [2.699, -0.145, 0.874], [4.635, 0.428, 0.055], [5.682, 0.856, 1.088], [7.030, 1.215, 0.449], [8.057, 1.701, 1.463], [1.373, -1.106, -0.566], [0.004, -1.537, 0.000], [-0.207, -3.049, 0.028], [-1.553, -3.437, 0.630], [1.683, 1.681, 1.680], [0.291, 1.403, 2.032], [-0.809, 1.487, 1.224], [-2.088, 1.094, 1.874], [-0.647, 1.974, -0.168], [6.761, -4.521, 2.303], [5.153, -5.240, 2.134], [5.881, -4.357, 0.780], [5.203, -3.043, 3.472], [5.752, -2.222, 2.017], [3.625, -2.992, 0.853], [3.118, -3.762, 2.346], [2.041, -1.801, 2.860], [3.644, -1.101, 3.220], [4.978, -0.435, -0.531], [4.405, 1.246, -0.641], [5.319, 1.729, 1.653], [5.838, 0.056, 1.830], [7.416, 0.336, -0.079], [6.865, 1.989, -0.308], [8.993, 1.953, 0.960], [7.705, 2.597, 1.983], [8.274, 0.935, 2.212], [1.259, -0.370, -1.371], [1.948, -1.960, -0.947], [-0.146, -1.126, 1.013], [-0.792, -1.069, -0.607], [-0.128, -3.425, -0.999], [0.602, -3.521, 0.599], [-1.718, -4.512, 0.517], [-1.584, -3.208, 1.702], [-2.389, -2.916, 0.146], [2.316, 1.832, 2.568], [1.878, 2.447, 0.911], [0.136, 1.098, 3.073], [-2.895, 1.085, 1.157], [-2.031, 0.083, 2.313], [-2.362, 1.789, 2.685], [-1.581, 1.894, -0.730], [-0.339, 3.036, -0.181], [0.115, 1.401, -0.727], [-6.857, -2.639, 0.885], [-6.050, -1.469, 0.453], [-5.328, -1.483, -0.741], [-5.398, -2.618, -1.514], [-4.570, -0.418, -1.193], [-4.518, 0.773, -0.417], [-3.701, 1.900, -0.791], [-3.623, 2.393, -2.138], [-4.320, 1.812, -3.244], [-4.164, 2.352, -4.505], [-4.782, 1.734, -5.563], [-3.421, 3.499, -4.774], [-3.320, 4.020, -6.159], [-2.785, 4.112, -3.679], [-2.879, 3.581, -2.404], [-5.273, 0.806, 0.791], [-6.006, -0.288, 1.209], [-7.014, -2.592, 1.968], [-7.847, -2.639, 0.411], [-6.370, -3.588, 0.642], [-4.039, -0.485, -2.142], [-3.473, 2.646, -0.021], [-4.999, 0.973, -3.103], [-2.803, 4.982, -6.147], [-2.757, 3.343, -6.816], [-4.310, 4.164, -6.610], [-2.215, 5.025, -3.853], [-2.401, 4.093, -1.562], [-5.279, 1.731, 1.378], [-6.574, -0.240, 2.140]], "forces_ev_per_angstrom": [[0.12, 0.13, 0.04], [-0.26, 0.00, -0.05], [-0.15, -0.07, 0.09], [-0.16, 0.37, -0.30], [-0.59, 0.22, 0.18], [-0.37, -0.12, 0.04], [-0.02, 0.00, -0.10], [-0.24, -0.05, 0.16], [0.07, 0.00, -0.13], [0.50, 0.25, 0.14], [-0.14, 0.34, 0.13], [-0.02, 0.28, -0.06], [-0.02, -0.14, -0.01], [1.62, -0.69, -0.43], [-1.53, 0.17, -0.48], [2.62, -0.11, 2.06], [-0.82, -0.19, 0.14], [-0.06, 0.17, -0.79], [0.01, -0.08, -0.07], [0.03, 0.08, -0.01], [-0.05, -0.04, 0.07], [0.01, 0.01, -0.10], [-0.11, -0.09, 0.04], [0.06, -0.03, 0.22], [0.24, 0.12, -0.14], [0.26, 0.05, 0.10], [-0.14, -0.29, 0.04], [0.11, 0.20, 0.00], [0.24, -0.14, 0.02], [0.03, -0.15, -0.08], [-0.03, 0.17, -0.15], [-0.02, 0.05, 0.00], [0.01, -0.06, 0.02], [0.05, 0.03, 0.09], [0.01, -0.06, 0.00], [-0.04, 0.04, -0.01], [0.05, -0.34, 0.00], [-0.24, 0.07, -0.17], [-0.01, -0.23, -0.26], [0.19, -0.22, 0.23], [-0.01, -0.05, 0.05], [0.01, 0.01, -0.04], [-0.08, 0.04, 0.06], [-0.03, 0.04, -0.15], [0.19, -0.04, 0.07], [-0.29, 0.44, -0.24], [-0.23, -0.11, 0.43], [-0.03, -0.09, -0.29], [-0.01, -0.10, 0.16], [0.04, 0.33, -0.13], [0.05, -0.18, -0.24], [0.20, -0.03, 0.10], [-0.02, -0.32, -0.03], [-0.09, 0.22, 0.29], [-0.37, -0.39, 0.18], [0.32, 0.25, -0.16], [-0.06, 0.45, 0.14], [0.10, 0.29, 0.23], [-0.36, -0.13, 0.22], [0.23, 0.50, -0.07], [-1.07, 0.25, -0.84], [-0.22, -0.15, 0.52], [0.31, 0.17, -0.20], [0.21, 0.14, 0.59], [0.02, 0.18, 0.21], [0.05, -0.18, 0.38], [0.09, 0.22, -0.53], [-0.38, -0.46, 0.02], [0.06, 0.11, -0.17], [0.05, -0.08, -0.07], [0.24, -0.13, -0.27], [-0.02, -0.10, -0.10], [0.06, -0.12, 0.03], [-0.10, 0.11, 0.05], [-0.05, -0.16, 0.43], [-0.24, -0.26, -0.20], [0.22, 0.27, -0.15], [-0.04, -0.02, -0.11], [-0.10, 0.10, 0.01], [0.17, 0.01, -0.02], [-0.09, -0.13, 0.04], [-0.12, -0.19, -0.29], [0.05, -0.36, -0.21], [0.10, -0.03, -0.18]], "lowdin_charge": [-0.122, -0.285, -0.317, -0.299, 1.298, -0.315, -0.321, -0.288, -0.126, -0.292, -0.301, -0.280, -0.109, -0.280, -0.229, -0.345, -0.068, -0.060, 0.063, 0.070, 0.071, 0.109, 0.093, 0.091, 0.106, 0.042, 0.042, 0.046, 0.047, 0.107, 0.087, 0.106, 0.107, 0.063, 0.070, 0.069, 0.034, 0.036, 0.082, 0.118, 0.108, 0.098, 0.064, 0.072, 0.071, 0.037, 0.049, 0.106, 0.012, 0.085, 0.089, 0.035, 0.093, 0.068, -0.074, -0.261, -0.237, 0.019, 0.010, -0.263, -0.152, -0.243, 0.017, -0.244, 0.022, -0.271, -0.081, -0.071, -0.078, -0.075, -0.066, 0.069, 0.077, 0.072, 0.114, 0.097, 0.099, 0.066, 0.075, 0.073, 0.098, 0.096, 0.108, 0.103], "total_charge": -1, "spin_multiplicity": 1, "e_lumo_ev": 2.21}

=====

no.,molecular weight (g/mol)
1,177.16
2,97.11
3,95.10
4,590.45